## one
ORCA calculation (ωB97M-V/def2-TZVPD) on a single C8H14N4O molecule.

Results
lowest unoccupied orbital energy: 0.77 eV
HOMO energy: -7.89 eV
structure (SMILES): CN1CCC[C@H](c2nc(N)no2)C1
frontier orbital gap: 8.658 eV

The geometry in ORCA input format:
```
! RIJCOSX wB97M-V def2-TZVPD def2/J DEFGRID3
* xyz 0 1
C -2.137 1.956 -0.096
C -1.286 0.018 1.253
C -1.460 -1.539 1.157
C -0.889 -2.002 -0.402
C 0.034 -0.915 -1.103
C -0.779 0.389 -1.218
C 1.203 -0.599 -0.372
C 3.029 0.290 0.173
H -2.789 1.963 0.785
H -2.663 2.082 -1.032
H -1.469 2.740 0.030
H -2.022 0.367 1.998
H -0.197 0.291 1.435
H -2.534 -1.643 0.989
H -0.982 -1.976 2.048
H -1.660 -2.223 -1.142
H -0.325 -2.941 -0.285
H 0.424 -1.224 -2.065
H -1.375 0.306 -2.138
H -0.164 1.383 -1.288
H 3.599 2.200 0.351
H 4.820 1.071 0.815
N -1.589 0.628 -0.035
N 1.799 0.645 -0.192
N 4.011 1.290 0.302
N 3.338 -0.963 0.166
O 2.063 -1.590 -0.132
*
```

=====

## two
ORCA calculation (ωB97M-V/def2-TZVPD) on a single C8H14N4O molecule.

Results
lowest unoccupied orbital energy: 0.92 eV
HOMO energy: -8.73 eV
structure (SMILES): CN1CCC[C@H](c2nc(N)no2)C1
frontier orbital gap: 9.646 eV

The geometry in ORCA input format:
```
! RIJCOSX wB97M-V def2-TZVPD def2/J DEFGRID3
* xyz 0 1
C 3.691 -1.146 -0.727
C 2.558 -0.289 1.122
C 1.510 0.740 1.551
C 0.985 1.627 0.485
C 0.363 0.708 -0.636
C 1.378 -0.389 -1.044
C -1.069 0.274 -0.426
C -2.969 -0.461 0.044
H 3.375 -1.507 -1.705
H 3.836 -1.957 -0.014
H 4.694 -0.753 -0.762
H 3.453 -0.263 1.722
H 2.218 -1.305 1.340
H 1.972 1.059 2.510
H 0.694 0.171 1.890
H 1.746 2.295 0.009
H 0.246 2.333 1.044
H 0.243 1.390 -1.560
H 1.753 -0.264 -2.106
H 0.888 -1.383 -0.847
H -3.058 -2.199 1.042
H -4.519 -1.183 1.122
N 2.658 -0.142 -0.316
N -1.537 -0.829 0.009
N -3.693 -1.518 0.686
N -3.191 0.638 -0.445
O -1.986 1.267 -0.681
*
```

=====

Most stable of them? one.

=====

## one
ORCA calculation (ωB97M-V/def2-TZVPD) on a single C6H6N4O molecule.

Results
lowest unoccupied orbital energy: -0.49 eV
HOMO energy: -9.27 eV
structure (SMILES): O=N[C@@H]1C=NCc2cn[nH]c21
frontier orbital gap: 8.780 eV

The geometry in ORCA input format:
```
! RIJCOSX wB97M-V def2-TZVPD def2/J DEFGRID3
* xyz 0 1
C 2.311 -0.420 -0.381
C 1.158 0.383 -0.217
C 0.277 -0.520 0.349
C -1.455 1.187 0.554
C 0.533 1.583 -0.773
C -1.391 -0.307 0.633
N 2.106 -1.682 -0.034
N -0.677 1.924 -0.078
N -2.137 -0.843 -0.488
N 0.847 -1.754 0.403
O -2.967 -1.587 -0.081
H 3.242 -0.216 -0.726
H -2.253 1.758 1.055
H 1.289 2.368 -0.759
H 0.054 1.459 -1.715
H -1.497 -0.656 1.672
H 0.559 -2.675 0.584
*
```

=====

## two
ORCA calculation (ωB97M-V/def2-TZVPD) on a single C6H6N4O molecule.

Results
lowest unoccupied orbital energy: 0.38 eV
HOMO energy: -8.76 eV
structure (SMILES): Cc1ncc2cn[nH]c(=O)n12
frontier orbital gap: 9.146 eV

The geometry in ORCA input format:
```
! RIJCOSX wB97M-V def2-TZVPD def2/J DEFGRID3
* xyz 0 1
C -2.355 -1.015 0.032
C -1.340 0.108 0.044
C -0.343 2.096 -0.024
C 0.689 1.227 0.066
C 2.127 1.162 -0.130
C 0.678 -1.207 -0.041
H -3.304 -0.535 -0.305
H -2.424 -1.466 1.031
H -2.058 -1.733 -0.793
H -0.405 3.215 -0.011
H 2.671 2.149 -0.240
H 2.551 -2.047 0.211
N -1.531 1.394 0.050
N 2.831 0.034 -0.002
N 2.083 -1.089 0.216
N -0.010 -0.007 0.044
O 0.143 -2.284 -0.148
*
```

=====

Most stable of them? two.

=====

## one
ORCA calculation (ωB97M-V/def2-TZVPD) on an isolated ion of composition C4H9N4O and charge +1.

Results
lowest unoccupied orbital energy (alpha / beta): -5.00 / -5.00 eV
HOMO energy (alpha / beta): -13.77 / -13.77 eV
structure (SMILES): Cc1nn(C)[n+](=O)n1C
frontier orbital gap (alpha / beta): 8.774 / 8.773 eV

The geometry in ORCA input format:
```
! RIJCOSX wB97M-V def2-TZVPD def2/J DEFGRID3
* xyz 1 1
C 0.769 0.487 0.322
C 1.838 0.753 1.290
C 0.149 -1.704 1.373
C -1.574 1.200 -2.226
N 0.324 1.241 -0.611
N 0.120 -0.724 0.336
N -0.578 0.721 -1.347
N -0.853 -0.764 -0.544
O -1.643 -1.682 -0.668
H 1.981 1.833 1.608
H 2.783 0.456 0.744
H 1.645 -0.048 2.087
H -0.848 -1.969 1.559
H 0.872 -2.445 1.105
H 0.431 -1.335 2.300
H -1.893 0.362 -2.711
H -2.519 1.700 -1.828
H -1.002 1.918 -2.791
*
```

=====

## two
ORCA calculation (ωB97M-V/def2-TZVPD) on C4H9N4O as an isolated structure.

Results
lowest unoccupied orbital energy (alpha / beta): -4.67 / -4.67 eV
HOMO energy (alpha / beta): -13.60 / -13.60 eV
frontier orbital gap (alpha / beta): 8.933 / 8.932 eV

The geometry in ORCA input format:
```
! RIJCOSX wB97M-V def2-TZVPD def2/J DEFGRID3
* xyz 1 1
C -0.521 0.229 -0.736
C -1.231 1.106 -1.683
C -0.206 2.008 1.028
C 1.157 -2.734 0.127
N -0.231 -1.014 -0.938
N -0.045 0.671 0.510
N 0.299 -1.634 0.014
N 0.572 -0.235 1.168
O 1.058 -0.312 2.252
H -1.616 0.498 -2.497
H -0.558 1.855 -2.103
H -2.065 1.616 -1.203
H -1.139 2.065 1.596
H 0.625 2.234 1.699
H -0.231 2.729 0.216
H 1.684 -2.638 1.081
H 0.570 -3.658 0.163
H 1.879 -2.786 -0.693
*
```

=====

Most stable of them? two.

=====

## one
ORCA calculation (ωB97M-V/def2-TZVPD) on a 2-piece molecular cluster, C3H5ClN2O2 overall.

Results
lowest unoccupied orbital energy: 0.65 eV
HOMO energy: -9.04 eV
structure (SMILES): [O-]/[N+](O)=C/Cl.CC#N
frontier orbital gap: 9.688 eV

The geometry in ORCA input format:
```
! RIJCOSX wB97M-V def2-TZVPD def2/J DEFGRID3
* xyz 0 1
C 0.000 0.529 1.574
C -1.114 -0.265 1.479
C 0.515 0.924 -0.861
N 0.929 1.145 1.722
N 0.344 -0.247 -1.368
O -0.727 -0.876 -1.401
O 1.447 -0.914 -1.860
Cl 2.006 1.793 -0.889
H -1.425 -0.520 2.527
H -0.843 -1.204 0.937
H -1.967 0.159 0.990
H -0.441 1.226 -0.539
H 1.276 -1.748 -2.310
*
```

=====

## two
ORCA calculation (ωB97M-V/def2-TZVPD) on a single C3H5ClN2O2 molecule.

Results
lowest unoccupied orbital energy: 0.53 eV
HOMO energy: -9.43 eV
structure (SMILES): N[C@@H]1O[N+]([O-])=C[C@H]1Cl
frontier orbital gap: 9.966 eV

The geometry in ORCA input format:
```
! RIJCOSX wB97M-V def2-TZVPD def2/J DEFGRID3
* xyz 0 1
C -1.518 -0.112 -0.199
C -0.470 0.925 -0.011
C 0.756 0.136 0.486
N -1.047 -1.303 -0.119
N 2.013 0.226 -0.215
O -1.622 -2.365 -0.230
O 0.319 -1.391 0.315
Cl -0.967 2.067 1.276
H -2.387 -0.002 -0.846
H -0.389 1.699 -0.698
H 0.935 0.323 1.528
H 2.479 -0.587 -0.111
H 1.897 0.384 -1.176
*
```

=====

Most stable of them? two.